{
  "formula": "C20H41ClFO12S2",
  "method": "the ωB97M-V functional and the def2-TZVPD basis",
  "symbols": ["O", "S", "O", "Cl", "C", "C", "C", "C", "S", "C", "C", "O", "C", "C", "F", "H", "H", "H", "H", "H", "H", "H", "H", "H", "H", "H", "H", "H", "H", "H", "H", "H", "C", "C", "O", "C", "O", "O", "C", "H", "H", "H", "H", "H", "H", "H", "H", "C", "C", "O", "C", "O", "O", "C", "H", "H", "H", "H", "H", "H", "H", "H", "C", "C", "O", "C", "O", "O", "C", "H", "H", "H", "H", "H", "H", "H", "H"],
  "positions_angstrom": [[-8.27, 3.88, -0.29], [-7.02, 3.56, -0.89], [-6.44, 4.40, -1.89], [-5.65, 3.37, 0.60], [-7.07, 1.89, -1.54], [-6.28, 1.81, -2.86], [-6.06, 0.35, -3.28], [-4.87, 0.11, -4.20], [-3.39, 0.97, -3.63], [-1.99, 0.06, -4.31], [-1.42, -0.87, -3.25], [-0.28, -1.42, -3.85], [-3.39, 2.52, -4.58], [-2.60, 3.56, -3.79], [-3.03, 4.80, -4.16], [-8.11, 1.60, -1.66], [-6.60, 1.24, -0.80], [-6.85, 2.36, -3.61], [-5.35, 2.34, -2.69], [-5.98, -0.27, -2.39], [-6.94, 0.01, -3.82], [-4.61, -0.95, -4.20], [-5.06, 0.39, -5.24], [-1.25, 0.80, -4.61], [-2.30, -0.49, -5.19], [-2.17, -1.63, -3.00], [-1.19, -0.31, -2.34], [0.26, -1.85, -3.17], [-2.99, 2.31, -5.57], [-4.44, 2.81, -4.67], [-2.84, 3.43, -2.73], [-1.54, 3.45, -3.97], [2.63, 1.02, -0.66], [1.39, 1.00, 0.21], [0.94, 2.34, 0.51], [0.24, 2.94, -0.44], [-0.09, 2.46, -1.50], [-0.09, 4.16, -0.01], [-0.76, 4.94, -1.00], [3.41, 1.63, -0.19], [3.02, 0.01, -0.79], [2.42, 1.45, -1.64], [1.61, 0.54, 1.17], [0.59, 0.43, -0.26], [-1.55, 4.35, -1.45], [-0.06, 5.26, -1.77], [-1.18, 5.81, -0.50], [1.52, -3.41, 6.21], [2.61, -2.67, 5.46], [2.09, -1.89, 4.38], [1.57, -0.71, 4.72], [1.51, -0.24, 5.82], [1.14, -0.12, 3.60], [0.53, 1.16, 3.79], [0.92, -4.00, 5.51], [1.95, -4.07, 6.95], [0.85, -2.71, 6.71], [3.30, -3.38, 5.00], [3.19, -2.04, 6.13], [1.17, 1.82, 4.36], [-0.43, 1.05, 4.29], [0.38, 1.57, 2.80], [7.91, -5.53, 0.71], [7.01, -5.94, 1.85], [7.07, -4.99, 2.93], [6.33, -3.90, 2.77], [5.61, -3.65, 1.84], [6.51, -3.12, 3.84], [5.79, -1.89, 3.79], [8.93, -5.37, 1.06], [7.93, -6.31, -0.06], [7.57, -4.61, 0.24], [7.34, -6.88, 2.28], [5.98, -6.06, 1.52], [4.74, -2.06, 3.59], [6.21, -1.23, 3.03], [5.91, -1.43, 4.77]],
  "largest_force_ha_per_bohr": 0.01661,
  "gap_ev": 9.5,
  "lumo_energy_ev": -2.716,
  "charge": 1
}